{
  "formula": "C27H42BaN5O5SSi2Te",
  "method": "ωB97M-V/def2-TZVPD",
  "de_lowest_kcal_mol": 7.6,
  "lumo_energy_ev": 2.08,
  "spin_multiplicity": 1,
  "e_homo_ev": -5.1,
  "charge": -1,
  "homo_lumo_gap_ev": 7.161,
  "species": ["H", "H", "H", "H", "H", "H", "H", "C", "H", "C", "H", "C", "C", "C", "H", "C", "H", "C", "H", "N", "H", "H", "C", "H", "H", "N", "C", "O", "H", "H", "Te", "C", "H", "C", "H", "C", "S", "H", "C", "C", "Si", "H", "C", "O", "C", "C", "C", "C", "H", "N", "N", "Si", "H", "H", "O", "H", "H", "H", "H", "C", "H", "C", "H", "H", "H", "H", "C", "H", "H", "C", "H", "H", "H", "O", "C", "H", "H", "N", "C", "Ba", "C", "H", "C", "O"],
  "xyz": [[4.307, -2.427, 2.661], [-4.655, -1.109, 0.957], [0.200, 2.437, -2.260], [1.083, -4.881, 3.395], [4.566, -4.177, 2.602], [1.452, -2.503, -2.136], [-0.409, 4.395, 3.001], [-2.264, -0.836, -0.249], [-1.072, 1.749, 1.536], [-2.209, -1.630, -2.623], [-3.259, -1.392, -2.715], [0.411, -2.259, -2.321], [2.012, -4.863, 2.820], [-4.664, -0.311, 0.227], [3.492, 3.422, -1.630], [3.285, 3.273, -2.691], [-3.157, 5.448, 1.003], [-5.815, 1.477, -0.903], [4.235, 3.312, -3.230], [-2.304, -0.025, 4.188], [4.548, 0.358, -2.904], [-0.270, 5.906, 2.093], [-0.112, 4.826, 2.042], [-6.707, 0.216, 0.586], [-2.234, -0.339, 5.137], [-1.781, -1.024, 0.931], [-1.542, -1.421, -1.410], [0.995, -4.494, 0.534], [0.444, 4.610, -1.241], [1.430, 0.600, -5.033], [1.177, 1.634, 0.092], [-0.176, -2.477, -3.557], [3.164, -0.725, -2.985], [1.980, 1.521, -4.826], [1.652, -3.882, 0.156], [3.922, -3.285, 0.747], [-1.481, -2.458, 3.634], [0.957, 4.646, 1.914], [-3.502, -0.042, -0.495], [-3.519, 0.999, -1.422], [2.424, 1.635, -3.002], [-0.668, 5.947, -0.934], [3.887, -3.368, 2.300], [4.762, -3.961, 0.162], [0.826, 1.575, -2.016], [3.531, 0.200, -2.537], [-4.663, 1.757, -1.624], [-5.811, 0.439, 0.020], [3.285, -3.348, 4.914], [-0.246, -1.741, -1.290], [-2.321, -0.392, 1.981], [-1.101, 4.074, 0.640], [-3.523, 3.978, 0.087], [-3.276, 3.887, 1.827], [3.319, -0.928, 5.238], [3.592, 0.026, -1.460], [0.269, 0.664, -2.244], [0.399, -2.893, -4.373], [-1.232, 4.521, -1.808], [2.638, -1.372, 4.318], [2.671, 4.109, -3.034], [2.505, -2.932, 4.265], [-4.654, 2.566, -2.344], [1.159, -6.281, 1.467], [-1.461, 1.746, -0.156], [2.875, 1.526, -5.452], [-2.934, 4.381, 0.915], [-2.027, -2.324, -4.639], [-2.700, 0.870, 3.960], [-2.027, -0.896, 3.183], [1.353, 2.363, -5.129], [-6.711, 2.065, -1.057], [1.527, -3.170, 4.694], [1.985, -0.714, 3.442], [1.746, -5.365, 1.395], [-2.621, 1.218, -1.991], [2.692, -5.612, 0.906], [2.570, -3.524, 2.920], [-0.590, 4.858, -0.991], [0.941, -1.827, 1.474], [-0.823, 2.228, 0.586], [2.696, -5.613, 3.258], [-1.517, -2.156, -3.698], [3.072, -2.486, 0.203]],
  "forces_ev_per_a": [[0.019, -0.004, 0.004], [-0.003, 0.004, 0.004], [0.029, 0.014, 0.010], [-0.014, 0.043, -0.031], [-0.006, 0.018, 0.019], [0.038, 0.002, -0.024], [-0.001, -0.002, -0.001], [-0.126, 0.238, 0.036], [0.009, 0.016, 0.008], [0.049, -0.004, 0.024], [-0.017, 0.027, 0.030], [-0.047, -0.011, -0.013], [0.030, -0.056, -0.015], [-0.012, 0.015, -0.026], [0.003, -0.014, 0.004], [-0.015, -0.027, -0.020], [0.003, 0.005, -0.001], [0.005, 0.012, -0.009], [-0.001, 0.011, -0.002], [-0.064, -0.033, -0.048], [-0.001, 0.009, -0.006], [0.006, 0.001, 0.009], [-0.018, 0.002, -0.031], [0.001, -0.001, 0.003], [0.022, -0.002, 0.004], [0.357, -0.543, -0.058], [-0.110, -0.039, -0.225], [0.284, 0.142, 0.458], [0.005, 0.007, 0.013], [0.000, -0.002, 0.003], [-0.025, 0.098, 0.048], [0.042, -0.004, -0.002], [-0.023, -0.053, 0.021], [0.011, 0.002, 0.036], [0.218, -0.315, -0.384], [0.112, -0.115, 0.100], [0.096, 0.029, -0.314], [-0.001, -0.008, -0.014], [0.012, 0.025, -0.011], [-0.006, -0.069, -0.026], [0.011, 0.005, -0.016], [-0.009, -0.001, -0.006], [0.152, -0.127, 0.035], [-0.012, 0.054, -0.009], [0.012, -0.055, -0.044], [-0.023, 0.045, 0.001], [-0.018, -0.003, -0.009], [0.002, -0.012, 0.012], [-0.046, -0.016, 0.052], [-0.044, 0.072, 0.504], [-0.056, 0.159, -0.020], [-0.010, -0.002, 0.002], [0.006, -0.011, 0.012], [0.000, 0.003, 0.004], [-0.012, 0.037, -0.020], [-0.003, 0.005, -0.011], [-0.022, 0.010, 0.028], [0.001, 0.004, 0.007], [0.005, -0.010, -0.006], [0.043, -0.205, 0.143], [-0.007, 0.001, 0.009], [0.175, -0.085, -0.023], [0.000, 0.000, -0.002], [0.057, -0.038, 0.077], [0.075, 0.029, 0.058], [0.001, -0.002, 0.001], [0.040, 0.004, -0.008], [0.004, 0.003, -0.002], [-0.002, 0.000, 0.009], [-0.138, 0.047, 0.110], [-0.002, -0.005, -0.004], [0.002, 0.003, 0.000], [0.010, -0.010, -0.001], [0.265, -0.140, 0.080], [0.068, -0.072, -0.179], [-0.009, -0.005, -0.022], [0.000, 0.013, 0.011], [-0.143, 0.503, -0.501], [-0.016, 0.008, 0.035], [-0.997, 0.816, 0.020], [0.028, -0.018, -0.024], [-0.074, -0.003, 0.117], [-0.025, -0.007, -0.016], [-0.155, -0.408, 0.021]]
}


{
  "formula": "C27H42Cl3N4O3SSiTb",
  "method": "ωB97M-V/def2-TZVPD",
  "lumo_energy_ev": [0.14, 0.30],
  "s2": 12.607,
  "spin_multiplicity": 7,
  "e_homo_ev": [-8.0, -8.0],
  "homo_lumo_gap_ev": [8.142, 8.303],
  "species": ["H", "N", "C", "C", "H", "H", "O", "H", "H", "C", "C", "H", "Cl", "H", "C", "C", "H", "H", "C", "H", "C", "H", "C", "H", "S", "C", "C", "C", "H", "H", "H", "H", "C", "C", "C", "O", "H", "C", "C", "H", "C", "H", "H", "H", "C", "C", "H", "H", "H", "O", "H", "C", "H", "H", "H", "N", "H", "C", "N", "H", "H", "C", "H", "H", "Tb", "H", "H", "H", "N", "H", "H", "H", "C", "H", "H", "C", "H", "Si", "Cl", "C", "Cl", "C"],
  "xyz": [[0.655, -2.472, 1.017], [-0.111, 0.251, 2.511], [-1.382, -3.110, -3.527], [0.353, -0.975, 2.339], [-2.054, 1.065, -4.966], [-0.971, -5.300, 2.088], [2.414, 1.042, 0.737], [-2.474, -3.290, 2.238], [-2.706, 2.331, 5.615], [-0.453, 6.865, 2.685], [-2.121, 1.441, 5.351], [3.326, -2.831, -0.223], [-1.890, 3.445, 0.876], [3.732, -0.846, -2.265], [4.105, -2.064, -0.067], [-1.192, -0.786, 5.862], [0.719, -5.408, 0.235], [-2.437, -3.671, -5.353], [-1.737, 0.344, -4.189], [2.086, -0.384, -1.657], [0.072, -3.558, -0.709], [0.422, -0.934, 0.337], [-2.178, -2.745, -4.779], [4.531, -2.155, 0.934], [0.424, -1.977, 3.744], [-0.749, 0.331, 3.727], [-0.927, -4.504, 1.324], [-1.080, -2.764, -0.860], [-1.191, -0.472, -4.702], [4.886, -2.202, -0.825], [3.058, -0.615, 1.823], [-0.872, 4.438, 2.919], [1.277, 1.299, -3.327], [-0.604, -0.796, 4.585], [-1.944, 0.364, 6.245], [-0.670, -0.936, -2.518], [2.173, 7.193, 2.710], [-1.804, -3.411, 1.383], [3.183, -0.259, -1.513], [1.825, 0.433, -3.776], [1.931, 6.277, 3.285], [-2.541, -1.990, -2.183], [-0.894, 7.269, 3.613], [-3.106, -2.186, -4.611], [-1.431, -2.144, -2.265], [-0.527, -5.222, -4.786], [-1.483, -5.560, -5.200], [-1.080, -1.633, 6.543], [2.618, 5.489, 3.011], [1.040, 3.600, 2.937], [0.059, -4.946, -5.683], [-0.621, -4.230, -3.615], [-2.606, -1.676, 0.298], [-1.456, 3.083, -3.695], [0.946, -3.417, -1.405], [0.826, -1.460, 1.144], [-1.556, -2.117, -5.437], [-1.160, 2.742, -2.669], [0.564, 5.863, 2.998], [1.872, 1.704, -2.476], [1.309, 2.158, -4.068], [0.214, 4.600, 2.952], [0.004, 7.690, 2.100], [3.436, 0.807, -1.596], [0.573, 2.521, 1.042], [-0.224, -4.625, -2.658], [-2.066, 2.825, -2.031], [-0.383, 3.499, -2.332], [3.569, -0.711, -0.180], [-1.227, 6.373, 2.099], [2.067, 6.544, 4.344], [-2.426, 0.422, 7.237], [-1.549, 1.428, 4.078], [-0.081, -6.131, -4.349], [-1.720, 2.238, 3.362], [0.031, -4.560, 0.306], [-2.652, -0.023, -3.667], [-0.512, 0.871, -2.879], [-0.412, 0.700, -0.364], [2.994, -0.068, 0.863], [1.857, 4.143, -0.374], [-1.890, -2.522, 0.285]],
  "forces_ev_per_a": [[0.380, 0.803, 0.370], [0.350, -1.037, -0.495], [0.982, -0.521, 0.008], [0.252, 0.939, -0.995], [0.078, -0.073, 0.391], [0.065, 0.571, -0.481], [0.825, -1.305, 0.498], [0.255, 0.031, -0.262], [0.140, -0.576, 0.151], [-0.019, 0.486, 0.455], [0.146, -0.065, -0.198], [0.203, 0.279, 0.090], [0.195, 0.226, 0.291], [-0.205, 0.285, 0.270], [-0.221, 0.263, 0.326], [-0.311, 0.825, -0.117], [0.007, 0.448, 0.301], [0.204, 0.751, 0.552], [-0.048, 0.514, -1.607], [0.745, 0.022, 0.066], [-0.487, -0.802, 0.080], [0.499, -0.356, 0.742], [0.149, -0.246, -0.323], [0.018, -0.306, -0.170], [-0.914, 0.052, 0.831], [-0.290, 0.081, 0.715], [0.015, -0.049, -0.002], [0.354, 0.776, -0.685], [-0.809, 0.510, 0.250], [-0.134, 0.072, 0.316], [0.287, 0.589, -0.281], [0.348, -0.109, -0.197], [0.785, -0.020, -0.645], [-0.057, 0.897, 0.147], [0.254, -0.465, -0.283], [0.823, -1.060, 0.894], [-0.196, -0.646, 0.140], [-0.014, 0.353, -0.661], [-0.142, 0.164, -0.036], [-0.266, 0.700, 0.294], [0.247, 0.940, -0.243], [0.670, 0.640, 0.014], [0.191, -0.006, -0.400], [0.281, -0.116, 0.238], [-0.176, 0.840, -0.030], [0.209, -0.374, 0.535], [-0.198, 0.300, 0.268], [-0.056, 0.334, -0.223], [0.093, -0.168, -0.040], [-1.584, 2.130, 0.901], [-0.020, 0.288, 0.680], [-0.999, -0.001, 0.717], [0.370, -0.776, -0.186], [0.215, -0.480, 0.644], [-1.235, -0.611, 0.559], [-0.489, -0.456, 0.399], [-0.322, -0.341, 0.078], [0.257, 0.101, 0.262], [0.314, 0.049, 0.021], [-0.703, -0.384, -0.461], [-0.466, -1.076, 0.615], [1.089, -1.184, 0.502], [-0.289, -0.620, 0.329], [-0.118, -0.431, -0.144], [0.197, -0.740, -0.557], [0.128, 0.394, -1.015], [0.598, 0.062, -0.282], [-0.833, -1.010, -0.008], [-0.750, 0.354, 0.439], [-0.058, 0.192, -0.074], [-0.234, -0.273, -0.207], [0.417, -0.218, -0.667], [0.213, -0.372, 0.624], [0.047, 0.242, -0.449], [0.075, -0.353, 0.241], [0.323, 0.623, -0.446], [0.691, 0.081, -0.433], [-1.590, 0.240, -0.462], [-0.870, -0.170, -1.296], [0.097, 0.108, -0.741], [0.141, 0.264, -0.093], [-0.121, -1.022, -0.345]]
}